(1)
A cluster of 2 separate species, C17H25N3O2 in total. Source: the Open Molecules 2025 dataset; level of theory: ωB97M-V/def2-TZVPD.

As for the LUMO energy: -0.2789 Ha. The net charge is +2. As for the highest occupied orbital energy: -14.1 eV.

Atoms and positions in Å:
C (-0.20, -1.48, 3.02)
C (0.62, -0.97, 4.22)
C (1.87, -1.80, 4.51)
C (2.89, -1.80, 3.36)
N (3.85, -0.68, 3.44)
C (3.61, 0.41, 2.61)
O (3.13, 1.47, 2.90)
O (3.94, 0.18, 1.31)
H (-1.23, -1.69, 3.32)
H (0.22, -2.39, 2.59)
H (-0.25, -0.72, 2.23)
H (0.94, 0.06, 4.04)
H (-0.01, -0.94, 5.11)
H (1.62, -2.84, 4.75)
H (2.36, -1.38, 5.40)
H (3.44, -2.74, 3.37)
H (2.36, -1.74, 2.40)
H (3.99, -0.35, 4.39)
H (4.44, -0.65, 1.23)
C (2.51, 2.96, -0.06)
N (1.38, 2.30, -0.77)
C (1.14, 1.01, -0.50)
C (0.09, 0.34, -1.09)
C (-0.74, 1.02, -1.98)
C (-0.46, 2.36, -2.25)
C (0.61, 2.97, -1.63)
C (-1.91, 0.36, -2.61)
C (-3.19, 0.88, -2.46)
C (-4.26, 0.26, -3.08)
N (-4.07, -0.84, -3.82)
C (-2.85, -1.37, -3.97)
C (-1.75, -0.80, -3.37)
C (-5.22, -1.48, -4.52)
H (3.42, 2.40, -0.27)
H (2.30, 2.95, 1.01)
H (2.60, 3.98, -0.42)
H (1.81, 0.54, 0.21)
H (-0.09, -0.70, -0.83)
H (-1.06, 2.93, -2.95)
H (0.86, 4.01, -1.82)
H (-3.38, 1.76, -1.86)
H (-5.27, 0.63, -2.99)
H (-2.78, -2.26, -4.59)
H (-0.78, -1.25, -3.53)
H (-5.29, -2.52, -4.20)
H (-5.06, -1.42, -5.59)
H (-6.13, -0.95, -4.25)

=====

(2)
An isolated molecule of C17H25N3O2S2. Source: the Open Molecules 2025 dataset; level of theory: ωB97M-V/def2-TZVPD.

As for the LUMO energy: 0.0211 Ha. As for the highest occupied orbital energy: -8.4 eV. Its structure (SMILES) is CN(C)S(=O)(=O)NC[C@H]1CCCN(Cc2cc3ccccc3s2)C1.

Atoms and positions in Å:
C (-2.74, 0.33, -1.95)
N (-2.55, -1.10, -1.84)
C (-1.22, -1.57, -2.10)
S (-3.28, -1.83, -0.55)
O (-3.18, -3.24, -0.74)
O (-4.56, -1.23, -0.37)
N (-2.28, -1.47, 0.76)
C (-2.75, -0.49, 1.73)
C (-1.58, 0.23, 2.42)
C (-0.73, -0.73, 3.25)
C (0.44, 0.02, 3.86)
C (1.26, 0.69, 2.76)
N (0.40, 1.62, 2.04)
C (1.12, 2.51, 1.14)
C (1.68, 1.84, -0.08)
C (2.81, 1.11, -0.19)
C (2.99, 0.52, -1.48)
C (4.03, -0.29, -1.94)
C (3.99, -0.76, -3.23)
C (2.92, -0.46, -4.08)
C (1.88, 0.34, -3.64)
C (1.92, 0.82, -2.34)
S (0.74, 1.83, -1.56)
C (-0.69, 0.92, 1.39)
H (-2.62, 0.63, -2.99)
H (-2.02, 0.88, -1.33)
H (-3.75, 0.54, -1.62)
H (-0.48, -1.12, -1.43)
H (-1.22, -2.65, -1.95)
H (-0.94, -1.35, -3.13)
H (-1.97, -2.33, 1.18)
H (-3.35, 0.23, 1.17)
H (-3.39, -0.95, 2.48)
H (-2.00, 0.99, 3.09)
H (-1.34, -1.19, 4.04)
H (-0.35, -1.53, 2.61)
H (0.07, 0.79, 4.54)
H (1.09, -0.65, 4.43)
H (2.08, 1.26, 3.19)
H (1.67, -0.08, 2.09)
H (0.42, 3.29, 0.83)
H (1.93, 2.98, 1.70)
H (3.53, 1.01, 0.61)
H (4.86, -0.52, -1.29)
H (4.79, -1.38, -3.60)
H (2.91, -0.84, -5.09)
H (1.05, 0.58, -4.29)
H (-1.28, 1.66, 0.84)
H (-0.33, 0.16, 0.68)